Record 1
C20H42InN2O4 | ωB97M-V/def2-TZVPD

LUMO energy (eV): -6.7
Total charge: +1
Gap between HOMO and LUMO (eV): 4.04
ΔE to the lowest compared entry with this formula, charge and spin (kcal per mole): 130.2
Spin multiplicity: 1
HOMO level (eV): -10.761

XYZ file:
```
69
Properties=species:S:1:pos:R:3:forces:R:3
In 18.003 14.572 6.834 -0.0628 -0.0575 0.0900
O 20.606 15.039 11.260 -2.8661 -1.5659 4.3359
C 20.060 14.684 12.558 5.4680 2.6063 -5.1647
C 18.479 14.603 12.737 -5.6587 -2.2945 -0.9510
O 17.639 14.026 11.789 3.6527 2.1490 2.6312
H 20.498 15.433 13.218 -0.8471 0.0837 0.5223
H 20.508 13.720 12.798 -0.8871 -0.8599 -0.1146
H 18.229 15.619 13.043 0.4508 1.2469 -1.5239
H 18.277 14.213 13.735 0.6604 -1.3554 0.1300
C 11.115 18.719 6.151 0.7148 1.0816 0.0029
C 11.913 17.395 5.951 -2.1764 -1.4649 -0.9577
C 10.914 16.308 5.507 -0.5698 1.3254 -0.7584
C 10.422 16.500 4.042 -1.3269 -0.7002 0.3948
C 11.567 16.543 3.109 0.7623 -2.0377 -0.7934
C 12.570 17.536 3.464 2.4538 0.6677 0.5930
N 12.939 17.298 4.922 0.5524 -0.4369 -0.2640
O 13.990 18.149 5.298 0.1500 0.4906 -0.1084
C 13.855 17.276 2.612 0.4261 -0.1808 1.5143
C 12.057 18.905 3.193 -0.8083 1.3219 -0.3330
C 12.393 16.930 7.305 1.4710 0.5612 0.4757
H 11.721 19.618 6.038 0.5330 0.0887 -0.3539
H 10.803 18.902 7.179 -0.2995 -0.7450 0.1163
H 10.274 18.925 5.489 -0.0456 -0.5559 0.0828
H 11.364 15.317 5.549 -0.0458 0.0451 0.4876
H 10.187 16.538 6.286 -0.9190 -1.1726 -0.4273
H 9.725 17.325 3.892 0.0211 0.1265 0.2709
H 9.907 15.599 3.709 -0.6261 -0.0034 0.4574
H 11.433 16.497 2.028 -0.9905 0.8885 -0.1118
H 12.032 15.558 3.152 0.4371 -0.2952 0.6556
H 13.767 17.488 1.547 -0.3026 -0.2524 0.1302
H 14.733 17.795 2.995 -0.3050 0.7430 -0.0524
H 14.169 16.262 2.857 -0.3185 -0.4599 -0.6724
H 12.737 19.728 3.410 0.2459 -0.1162 0.0357
H 11.807 18.968 2.134 0.1137 0.1063 -0.1167
H 11.126 19.120 3.717 0.1009 -0.0627 -0.0887
H 11.675 16.665 8.081 -0.6996 0.0440 -0.6299
H 12.922 17.775 7.744 0.6001 -0.2413 0.2053
H 13.040 16.061 7.179 0.2607 0.1277 0.0468
H 13.480 18.957 5.390 0.6665 1.0476 0.2274
C 15.241 7.116 5.402 -0.4731 1.6101 0.8682
C 15.405 8.432 6.315 -1.4993 -0.5728 0.5165
C 14.509 8.200 7.602 1.1312 0.4239 0.3546
C 15.190 7.388 8.670 0.2896 -2.1680 0.1435
C 16.581 7.794 8.930 -0.2079 2.5870 0.7791
C 17.475 8.013 7.700 -0.5089 -1.1087 1.1571
N 16.786 8.870 6.675 -0.5157 -0.5291 1.7513
O 17.594 9.094 5.539 -0.2892 0.1926 0.3194
C 18.666 8.757 8.327 0.5013 1.0796 -2.0858
C 17.830 6.582 7.179 0.7641 0.1290 0.2122
C 14.707 9.682 5.690 0.9874 0.1849 -0.7342
H 15.906 7.131 4.538 -0.4707 0.0757 -0.2443
H 14.172 7.218 5.217 0.0844 -0.1148 -1.1337
H 15.266 6.125 5.857 0.6564 0.3003 0.6234
H 14.314 9.193 8.008 0.2607 0.2363 0.2745
H 13.492 7.855 7.412 0.2375 -0.3972 -0.6826
H 15.466 6.355 8.459 -1.6544 -0.6729 -0.8691
H 14.688 7.353 9.637 -0.4428 0.1205 -0.1855
H 17.048 7.154 9.678 0.2603 -0.2890 -0.3645
H 16.425 8.724 9.476 0.8195 0.7106 -0.0666
H 19.315 8.259 9.046 -0.5141 -0.3642 -0.0417
H 19.284 9.078 7.489 0.5608 -0.1583 -0.0532
H 18.324 9.720 8.709 -0.2417 -0.1985 0.4161
H 17.206 5.736 7.469 -0.7950 0.5178 -0.0001
H 17.899 6.531 6.092 0.3439 -0.0894 0.0020
H 18.758 6.263 7.652 0.4644 0.2582 -0.4501
H 15.197 9.897 4.740 -0.4229 -0.0138 -0.3472
H 14.859 10.593 6.269 0.5881 -0.2387 0.5275
H 13.620 9.703 5.617 -0.0024 -0.9291 -0.3864
H 17.921 8.239 5.250 0.1028 -0.4752 -0.2841
```
Forces are in eV/Å.

Record 2
C3H8BrOPS | ωB97M-V/def2-TZVPD

SMILES string: CCO[P@](C)(=S)Br
LUMO energy (eV): 0.5
Gap between HOMO and LUMO (eV): 9.65
ΔE to the lowest compared entry with this formula, charge and spin (kcal per mole): 6.9
Spin multiplicity: 1
HOMO level (eV): -9.121

XYZ file:
```
15
Properties=species:S:1:pos:R:3:forces:R:3
C -1.263 -1.032 -1.657 1.4094 0.1349 2.1828
C -1.126 0.134 -0.645 -2.6202 -1.7592 0.1580
O 0.039 0.861 -0.604 1.1170 0.7678 -0.7291
P 1.373 0.629 0.223 0.9917 -0.5759 -0.2857
C 0.898 0.673 1.980 -0.1335 1.0370 -0.3559
S 2.803 1.643 -0.565 -0.4735 -0.0830 0.7355
Br 1.875 -1.595 0.109 -0.2855 0.3667 0.0260
H -1.381 -0.703 -2.660 0.1152 0.2114 -0.8798
H -0.287 -1.505 -1.435 -0.7196 -0.6673 -1.0833
H -2.107 -1.689 -1.355 0.6300 0.4687 -0.1597
H -1.314 -0.271 0.321 0.0985 -0.7998 1.0833
H -2.001 0.736 -0.741 -0.2028 1.4364 -0.4262
H 1.640 0.309 2.659 0.7272 -0.7264 -0.0783
H 0.867 1.743 2.270 -0.8229 -0.4532 -0.2860
H -0.015 0.068 2.099 0.1690 0.6419 0.0982
```
Forces are in eV/Å.

Record 3
C12H13O3 | ωB97M-V/def2-TZVPD

SMILES string: CCc1cccc(C)c1[C@]1(C(=O)[O-])CO1
LUMO energy (eV): 3.4
Total charge: -1
Gap between HOMO and LUMO (eV): 7.76
ΔE to the lowest compared entry with this formula, charge and spin (kcal per mole): 0.0
Spin multiplicity: 1
HOMO level (eV): -4.306

XYZ file:
```
28
Properties=species:S:1:pos:R:3:forces:R:3
C 0.464 1.595 -1.918 4.3692 0.6481 -1.2137
C 1.065 0.154 -1.803 1.5178 1.7352 3.9053
C 0.144 -0.505 -0.716 0.3492 0.2426 -1.9395
C -0.873 -1.156 -1.378 -2.3351 -2.0346 2.6658
C -1.997 -1.638 -0.625 3.3190 1.9787 0.9046
C -2.043 -1.381 0.725 -0.2974 0.8624 0.7108
C -1.014 -0.700 1.408 0.2233 0.0543 -0.7276
C -1.096 -0.415 2.855 -2.1049 0.7226 1.8289
C 0.079 -0.269 0.663 3.1403 2.0511 -0.1562
C 1.314 0.781 1.263 -3.6308 -2.0848 0.8504
C 0.635 2.221 1.520 0.6220 -0.3100 -0.9874
O -0.573 2.302 1.636 -2.4854 -1.6732 0.4473
O 1.355 3.195 1.458 3.1484 1.4332 0.0067
C 2.745 0.451 1.302 1.3397 3.0162 -0.1623
O 1.975 0.201 2.453 -0.0706 0.1489 -0.4745
H -0.565 1.568 -2.002 -2.1434 0.1095 -0.8498
H 1.090 2.053 -2.845 -1.9507 -0.3687 2.0279
H 0.673 2.192 -0.972 0.0356 -0.7358 -1.2999
H 2.124 0.429 -1.348 -1.7469 -1.2154 -1.1413
H 1.143 -0.459 -2.709 -0.1436 0.4068 0.2566
H -0.758 -1.501 -2.357 0.1023 0.0037 -1.6129
H -2.803 -2.208 -0.864 -2.0115 -1.4667 -2.0772
H -3.024 -1.577 1.203 0.9383 -0.1563 0.2171
H -1.879 0.476 3.043 1.9896 -1.7580 -0.4494
H -1.600 -1.328 3.356 1.1432 1.3236 -0.4045
H -0.088 -0.138 3.276 -1.3658 -0.4131 -0.1975
H 3.170 -0.389 0.746 -0.2092 0.0415 0.2530
H 3.466 1.436 1.410 -1.7427 -2.5618 -0.3806
```
Forces are in eV/Å.

Question: Look up the spin multiplicity of the first one.
Answer: 1